Record 1
The following is a quantum chemistry calculation of 5 unconnected molecules or ions with the total composition C36H80N5O3 in a non-equilibrium geometry, from the OMol25 dataset.

The charge is +3. For the HOMO-LUMO gap, the calculation gives 9.6 eV. For the HOMO energy, the calculation gives -14.70 eV. As for the energy relative to the best compared isomer or geometry (same formula, charge and spin): 1.382 eV.

Atoms and positions in Å:
C -2.24 1.29 4.01
H -1.74 2.28 6.55
C -1.97 2.26 -2.30
C -1.21 -1.64 5.40
H -4.12 -4.10 -1.53
H -2.28 -4.30 1.48
N -3.39 1.77 -2.49
C -2.08 -4.27 -2.34
N -1.33 0.75 5.08
H 0.90 -1.72 4.71
H -3.86 -3.92 2.20
C -4.22 2.25 -1.31
N -2.59 -0.87 0.70
O -2.09 0.20 0.32
H -0.14 3.96 -3.15
H 0.70 1.00 4.42
H -2.54 0.54 3.26
H -0.20 2.53 5.52
H -3.33 3.75 3.00
O -2.08 -1.56 1.71
C -3.48 -7.03 1.54
C -1.07 2.12 -3.47
C 0.19 -1.08 5.28
H -1.89 -5.09 3.75
H -6.15 1.31 -1.60
C 7.01 1.68 -1.07
C -2.65 3.20 2.30
C 7.12 3.71 -3.80
H -2.60 -4.07 -3.27
H 7.11 -1.13 -2.87
H -3.03 -0.32 5.81
H -0.75 2.22 2.57
H 6.68 2.79 -4.22
H -1.63 -5.21 -2.37
H 8.99 4.37 -1.02
H -3.26 -0.17 -1.65
C -5.59 2.56 -3.31
H -5.66 -5.32 1.84
H -1.61 2.45 -4.37
O -3.57 -1.31 0.14
H -2.51 -7.77 3.26
C 0.20 2.94 -3.35
H -3.88 3.27 -1.07
H -3.40 -7.65 0.63
H -3.61 3.36 -3.76
C -1.96 -0.37 5.89
H 4.98 1.44 -1.91
H -1.36 -2.37 6.17
C -3.12 -4.74 1.99
H -1.47 5.00 1.71
H -5.23 -4.36 0.40
H -0.12 -3.63 -2.82
H -2.87 -3.43 -0.50
H 9.07 2.85 -0.14
H -0.75 1.06 -3.65
C -0.03 0.18 4.49
H 7.73 3.82 0.19
H 9.05 4.45 -3.36
H -1.74 -0.08 6.86
H -1.23 3.07 4.06
H -6.18 3.01 -1.27
H -5.67 -6.06 0.23
H -6.20 1.92 -3.88
C -3.12 -4.26 -1.19
N 7.72 2.85 -1.66
C -3.48 0.35 -2.60
H 7.88 -1.13 -1.24
C 6.98 -1.39 -1.79
H 8.50 1.41 -3.00
C 5.96 0.93 -1.89
H -5.93 3.65 -3.57
H 6.83 4.60 -4.42
C 6.77 3.80 -2.35
C 1.16 2.31 -2.34
C -0.85 1.87 6.06
H 9.77 2.49 -2.14
N -3.74 -5.62 0.98
C -0.89 -3.31 -2.13
H -3.99 1.93 -4.64
H -0.37 -0.10 3.49
H -0.63 -3.27 -1.11
H 7.87 1.03 -0.87
H -1.13 -2.26 -2.29
C 5.78 -0.47 -1.37
H 6.65 2.06 -0.13
C -5.65 2.25 -1.83
H -3.52 -5.65 4.02
H 5.69 -0.41 -0.21
H -4.38 -7.37 1.98
C -1.62 2.47 3.22
H -0.23 1.48 6.80
C 8.41 3.56 -0.57
H -2.84 4.56 0.66
C -2.00 4.13 1.28
H 9.12 3.18 -4.67
H 0.75 2.11 -1.36
H -1.31 3.56 0.55
H -3.20 1.65 4.43
C -4.08 2.41 -3.67
C -3.05 -5.56 -0.34
C 8.81 2.47 -2.69
H -4.53 0.09 -2.64
H -1.35 -7.01 2.14
H 5.80 3.43 -2.07
H 6.30 0.82 -2.90
H 0.69 2.99 -4.34
C 8.64 3.50 -3.76
H 6.66 -2.38 -1.53
H 4.82 -0.89 -1.71
H -1.50 -2.00 4.41
H 6.90 4.79 -1.96
H -1.96 3.26 -1.95
H -1.54 1.68 -1.48
H 0.68 -0.85 6.26
H -3.48 -6.33 -0.97
H 1.99 2.94 -2.14
H -2.87 0.09 -3.45
C -2.77 -5.60 3.26
H -2.02 -5.81 -0.03
H -4.02 1.62 -0.41
C -5.16 -5.30 0.83
C -2.38 -6.94 2.51
H 1.60 1.44 -2.83
H -3.16 2.39 1.75

Here are the Mulliken charges for atoms 1 to 99, given in e: atom 1 (C): -0.975, atom 2 (H): 0.334, atom 3 (C): -0.612, atom 4 (C): -0.011, atom 5 (H): 0.596, atom 6 (H): 0.133, atom 7 (N): 0.910, atom 8 (C): -0.817, atom 9 (N): 0.415, atom 10 (H): 0.405, atom 11 (H): 0.249, atom 12 (C): -0.169, atom 13 (N): 0.787, atom 14 (O): -0.620, atom 15 (H): 0.403, atom 16 (H): 0.401, atom 17 (H): 0.228, atom 18 (H): 0.574, atom 19 (H): 0.337, atom 20 (O): -0.555, atom 21 (C): -0.495, atom 22 (C): -0.371, atom 23 (C): -0.826, atom 24 (H): 0.262, atom 25 (H): 0.390, atom 26 (C): -0.796, atom 27 (C): -0.147, atom 28 (C): -0.451, atom 29 (H): 0.400, atom 30 (H): 0.241, atom 31 (H): 0.374, atom 32 (H): 0.204, atom 33 (H): 0.240, atom 34 (H): 0.466, atom 35 (H): 0.423, atom 36 (H): -0.223, atom 37 (C): -0.771, atom 38 (H): 0.454, atom 39 (H): 0.341, atom 40 (O): -0.675, atom 41 (H): 0.371, atom 42 (C): -0.767, atom 43 (H): 0.293, atom 44 (H): 0.293, atom 45 (H): 0.497, atom 46 (C): -0.762, atom 47 (H): 0.199, atom 48 (H): 0.460, atom 49 (C): -0.294, atom 50 (H): 0.462, atom 51 (H): 0.398, atom 52 (H): 0.420, atom 53 (H): -0.373, atom 54 (H): 0.492, atom 55 (H): 0.252, atom 56 (C): -0.621, atom 57 (H): 0.436, atom 58 (H): 0.295, atom 59 (H): 0.412, atom 60 (H): 0.305, atom 61 (H): 0.441, atom 62 (H): 0.354, atom 63 (H): 0.381, atom 64 (C): 0.194, atom 65 (N): 0.188, atom 66 (C): -0.603, atom 67 (H): 0.285, atom 68 (C): -1.006, atom 69 (H): 0.273, atom 70 (C): 0.062, atom 71 (H): 0.294, atom 72 (H): 0.378, atom 73 (C): -0.578, atom 74 (C): -1.063, atom 75 (C): -1.321, atom 76 (H): 0.235, atom 77 (N): 0.546, atom 78 (C): -1.019, atom 79 (H): 0.432, atom 80 (H): 0.342, atom 81 (H): 0.338, atom 82 (H): 0.299, atom 83 (H): 0.078, atom 84 (C): -0.862, atom 85 (H): 0.389, atom 86 (C): -0.760, atom 87 (H): 0.402, atom 88 (H): 0.309, atom 89 (H): 0.441, atom 90 (C): -0.190, atom 91 (H): 0.471, atom 92 (C): -1.230, atom 93 (H): 0.318, atom 94 (C): -0.949, atom 95 (H): 0.420, atom 96 (H): 0.281, atom 97 (H): -0.016, atom 98 (H): 0.387, atom 99 (C): -0.833



Record 2
The following is a quantum chemistry calculation of a molecular structure, C36H83BClF4N19O16P in a non-equilibrium geometry, from the OMol25 dataset.

The charge is +1. For the HOMO-LUMO gap, the calculation gives 8.4 eV. For the HOMO energy, the calculation gives -10.31 eV.

Atoms and positions in Å:
H 1.06 0.77 0.59
C 0.04 -1.16 -1.89
C -0.38 -1.89 -0.59
H -0.40 -11.13 2.29
H 3.83 -4.90 0.61
H -6.61 -8.36 2.33
H 4.82 9.53 -2.72
H -3.86 -2.44 -4.84
H -0.70 -5.60 -0.07
N 3.02 -8.08 0.82
C 7.50 5.53 -1.26
H -0.94 0.25 -2.95
N -6.48 -0.50 6.24
O 6.02 -1.41 -1.01
H 1.51 -3.67 1.66
F -1.16 1.96 0.28
O -6.93 6.36 2.56
H 7.45 2.97 1.58
C 5.66 -2.76 -1.36
H 4.77 -2.69 -1.99
H -1.79 -9.35 1.54
N 2.19 7.80 -2.05
H -6.54 3.74 1.15
H 3.29 9.56 -3.51
H 4.84 -9.64 -0.02
C -2.92 -2.32 -5.37
N -3.88 10.89 3.32
H -6.88 -0.91 7.06
H -3.00 -1.80 -2.73
H -5.31 -9.49 2.29
N 3.88 9.19 -2.80
H 2.35 -3.37 -2.13
N -4.65 -0.21 4.86
H 5.12 -8.80 -1.50
H -3.02 -1.67 -6.22
H -9.53 6.28 0.73
C -1.92 0.18 -1.09
H 2.36 0.48 -3.89
N 4.62 -8.88 -0.64
B 0.83 -2.09 -2.95
H 1.59 2.01 -0.51
O -1.39 -3.87 0.36
O 7.43 -1.25 -2.77
C 1.72 0.96 -0.24
P 1.55 -0.11 -1.71
O -5.19 1.73 2.61
H 6.46 2.42 -0.66
H -3.74 2.41 -0.92
N -8.86 6.01 1.43
H -1.08 -3.68 -1.66
O 1.04 -1.52 -4.19
Cl -3.25 0.25 -3.91
H 1.87 7.10 -1.41
H 7.19 7.47 -1.94
C 0.08 -9.10 2.45
H -0.03 -2.17 1.46
C -5.49 3.48 1.00
H -3.69 -0.40 4.66
C -4.63 4.47 1.80
C 1.55 -3.32 0.63
H 2.17 1.88 -2.85
H 1.76 -3.96 -3.64
H 2.32 -7.40 1.06
H -6.69 8.37 1.12
H -8.14 8.12 0.21
H 0.82 -4.25 -2.21
O -4.50 -1.51 6.72
C 3.67 -7.94 -0.37
H -1.25 -7.73 1.77
H 6.07 -4.39 0.00
H -5.17 0.38 4.24
H -3.05 10.64 0.93
O -5.82 10.15 2.42
H 1.21 -2.19 -4.85
H -4.33 5.29 1.16
H -5.21 4.92 2.60
C 5.36 -3.58 -0.11
H 5.61 1.10 -2.66
N -1.31 -0.48 -2.33
H 3.02 -2.12 -0.38
H 8.55 1.65 1.82
C 6.66 -0.73 -1.99
C -4.65 10.45 2.28
H -1.11 -1.25 -5.00
H -6.22 -6.13 1.63
N 7.46 0.75 3.93
H 1.25 -4.17 0.02
C -1.61 1.68 -0.97
C 6.95 1.57 -1.10
C 1.70 0.96 -3.18
H -9.05 5.21 1.99
H 3.66 -4.45 -1.06
H -4.64 -5.69 1.08
C -1.29 -0.72 0.03
O 3.44 -7.02 -1.14
H 3.19 -8.83 1.46
C 0.60 -2.10 0.58
N 0.27 -10.45 2.60
C -2.32 -1.14 -3.24
H 5.89 6.78 -1.03
N 7.75 2.17 2.12
O 6.04 2.49 3.58
C 1.44 -3.51 -2.70
H 0.77 1.22 -3.68
H 1.11 -10.75 3.05
H -2.06 -1.28 0.54
N -5.27 -6.39 1.43
N -1.08 -8.71 1.86
F -2.43 3.86 -0.67
C 3.91 -4.06 -0.08
H 1.20 -1.22 0.76
H 1.56 8.14 -2.75
O -3.60 -7.91 1.39
C 3.00 -2.92 0.36
O -5.09 1.14 0.44
N -5.65 -8.56 2.12
H -2.36 -2.71 -0.98
F -2.79 2.93 -2.62
H 9.14 6.26 -2.34
C -5.24 2.08 1.44
H -4.07 0.47 -1.54
H -4.32 10.95 4.22
C 6.33 0.73 -1.94
C -2.76 2.69 -1.29
H -2.92 11.15 3.23
N 8.74 5.50 -1.83
H -2.68 -3.31 -5.76
H 9.28 4.66 -1.71
C -3.88 0.38 0.56
H -3.15 0.92 1.15
H -1.28 -2.80 -4.12
H 8.26 0.22 3.66
H 6.95 0.50 4.75
H 2.74 0.86 0.12
F -0.59 2.02 -1.83
H -3.75 4.01 2.24
C 7.02 1.85 3.23
H 5.51 -2.92 0.75
H -5.30 3.59 -0.06
C -1.34 -3.06 -0.80
H 7.99 1.42 -0.82
O 0.91 -8.28 2.84
N -4.01 10.39 1.07
C -5.16 -0.79 5.99
H -4.54 10.08 0.28
H 3.42 -2.49 1.26
C -4.77 -7.64 1.63
C 3.48 8.23 -1.91
O 4.22 7.78 -1.05
H -4.12 -0.52 1.14
H -3.70 -1.09 -0.96
N 6.81 6.69 -1.43
C -7.71 6.71 1.69
N -7.51 7.82 0.92
O -1.60 -5.24 -0.03
H -0.84 -0.18 0.85
H 6.45 -3.23 -1.94
H -7.03 0.09 5.66
O 7.06 4.57 -0.63
C -3.43 -0.05 -0.84
C -1.77 -1.88 -4.44

Here are the Mulliken charges for atoms 1 to 99, given in e: atom 1 (H): 0.402, atom 2 (C): -0.036, atom 3 (C): 1.074, atom 4 (H): 0.155, atom 5 (H): 0.384, atom 6 (H): 0.162, atom 7 (H): 0.205, atom 8 (H): 0.349, atom 9 (H): 0.336, atom 10 (N): -0.208, atom 11 (C): 0.597, atom 12 (H): 1.133, atom 13 (N): -0.331, atom 14 (O): -0.146, atom 15 (H): 0.665, atom 16 (F): -0.337, atom 17 (O): -0.653, atom 18 (H): 0.160, atom 19 (C): -0.237, atom 20 (H): 0.114, atom 21 (H): 0.133, atom 22 (N): -0.382, atom 23 (H): 0.181, atom 24 (H): 0.166, atom 25 (H): 0.147, atom 26 (C): -1.418, atom 27 (N): -0.404, atom 28 (H): 0.206, atom 29 (H): 0.808, atom 30 (H): 0.211, atom 31 (N): -0.373, atom 32 (H): -0.340, atom 33 (N): -0.188, atom 34 (H): 0.224, atom 35 (H): 0.337, atom 36 (H): 0.155, atom 37 (C): 0.796, atom 38 (H): 0.334, atom 39 (N): -0.421, atom 40 (B): 0.137, atom 41 (H): 0.523, atom 42 (O): -0.221, atom 43 (O): -0.591, atom 44 (C): -1.852, atom 45 (P): 0.764, atom 46 (O): -0.620, atom 47 (H): 0.243, atom 48 (H): -0.058, atom 49 (N): -0.411, atom 50 (H): 0.517, atom 51 (O): -0.836, atom 52 (Cl): -0.069, atom 53 (H): 0.208, atom 54 (H): 0.126, atom 55 (C): 0.682, atom 56 (H): 0.994, atom 57 (C): 0.265, atom 58 (H): 0.141, atom 59 (C): -1.356, atom 60 (C): -0.969, atom 61 (H): 0.575, atom 62 (H): 0.646, atom 63 (H): 0.102, atom 64 (H): 0.175, atom 65 (H): 0.141, atom 66 (H): 0.194, atom 67 (O): -0.656, atom 68 (C): 0.665, atom 69 (H): 0.121, atom 70 (H): 0.447, atom 71 (H): 0.265, atom 72 (H): 0.168, atom 73 (O): -0.627, atom 74 (H): 0.306, atom 75 (H): 0.321, atom 76 (H): 0.425, atom 77 (C): -1.332, atom 78 (H): 0.428, atom 79 (N): 0.630, atom 80 (H): -0.405, atom 81 (H): 0.164, atom 82 (C): 0.452, atom 83 (C): 0.675, atom 84 (H): 0.398, atom 85 (H): 0.163, atom 86 (N): -0.404, atom 87 (H): -0.138, atom 88 (C): 0.852, atom 89 (C): -0.459, atom 90 (C): -1.324, atom 91 (H): 0.226, atom 92 (H): 0.390, atom 93 (H): 0.182, atom 94 (C): -1.912, atom 95 (O): -0.631, atom 96 (H): 0.144, atom 97 (C): -2.064, atom 98 (N): -0.375, atom 99 (C): -0.185